*one*
DFT (ωB97M-V with the def2-TZVPD basis set) results for a single C3H10N2S2 molecule.

Last column: Mulliken charge in e.
Geometry (Å):
N (1.73, 2.73, -1.25)  -0.5390
C (0.71, 2.39, -0.27)  -0.8827
C (0.40, 0.91, -0.28)  0.4419
N (1.59, 0.11, 0.11)  -0.5370
C (-0.76, 0.47, 0.62)  -1.1020
S (-1.66, -0.98, 0.07)  -0.0889
S (-0.35, -2.50, 0.68)  -0.1901
H (1.29, 2.99, -2.12)  0.2175
H (2.29, 3.50, -0.92)  0.2282
H (-0.23, 2.93, -0.42)  0.4035
H (1.01, 2.72, 0.74)  0.4114
H (0.17, 0.54, -1.28)  0.2402
H (1.96, -0.48, -0.62)  0.2266
H (2.35, 0.72, 0.37)  0.2242
H (-1.54, 1.23, 0.77)  0.3830
H (-0.35, 0.30, 1.60)  0.4225
H (-0.98, -3.46, -0.02)  0.1406

As for the net charge: 0. Its LUMO energy is 0.639 eV. The value obtained for the HOMO energy is -7.88 eV. The multiplicity is 1. Its SMILES is NC[C@@H](N)CSS. As for the frontier orbital gap: 0.3129 Ha.

*two*
DFT (ωB97M-V with the def2-TZVPD basis set) results for a single C3H10N2S2 molecule.

Last column: Mulliken charge in e.
Geometry (Å):
N (2.35, -0.93, -0.77)  -0.5296
C (0.90, -1.08, -0.61)  -0.8672
C (0.23, 0.25, -0.14)  0.3886
N (0.88, 0.63, 1.10)  -0.5979
C (-1.29, -0.02, 0.15)  -1.0322
S (-1.98, 1.16, 1.36)  -0.0449
S (-4.00, 1.37, 0.90)  -0.2535
H (2.71, -0.17, -1.52)  0.2266
H (2.90, -1.68, -1.06)  0.2089
H (0.39, -1.45, -1.50)  0.2976
H (0.79, -1.71, 0.21)  0.4317
H (0.28, 1.10, -0.88)  0.3319
H (1.26, -0.05, 1.72)  0.1998
H (1.69, 1.25, 0.96)  0.2261
H (-1.79, -0.16, -0.72)  0.5566
H (-1.37, -1.04, 0.62)  0.3077
H (-3.95, 2.54, 0.19)  0.1498

As for the net charge: 0. Its LUMO energy is 0.746 eV. The value obtained for the HOMO energy is -8.76 eV. The multiplicity is 1. Its SMILES is NC[C@H](N)CSS. As for the frontier orbital gap: 0.3495 Ha.

What should be chosen as the least stable of them? Choose *two*.

*one*
DFT (ωB97M-V with the def2-TZVPD basis set) results for a single C8H14O molecule.

Last column: Mulliken charge in e.
Geometry (Å):
C (3.13, 0.23, 1.82)  -1.3106
C (1.95, 1.15, 1.66)  0.4169
O (1.54, 1.12, 0.27)  -0.3892
C (0.62, 0.35, 1.01)  -0.3356
C (-0.61, -0.25, 0.75)  -0.7945
C (-1.14, -0.35, -0.69)  1.9093
C (-0.22, -1.22, -1.56)  -1.2967
C (-1.17, 1.14, -1.13)  -1.3120
C (-2.54, -0.89, -0.52)  -1.8438
H (3.64, 0.32, 2.64)  0.4819
H (3.85, 0.51, 1.04)  0.2755
H (2.83, -0.84, 1.56)  0.2651
H (1.60, 2.07, 2.18)  0.4092
H (-1.34, -0.53, 1.45)  0.3883
H (0.64, -1.40, -0.93)  0.2959
H (0.14, -0.84, -2.58)  0.2606
H (-0.81, -2.20, -1.77)  0.3210
H (-1.55, 1.31, -2.15)  0.4210
H (-1.87, 1.76, -0.45)  0.2827
H (-0.12, 1.69, -1.14)  0.2813
H (-3.02, -0.31, 0.30)  0.4408
H (-2.41, -1.98, -0.33)  0.4423
H (-3.13, -0.82, -1.43)  0.3905

As for the net charge: 0. Its LUMO energy is 0.936 eV. The value obtained for the HOMO energy is -8.54 eV. The multiplicity is 1. Its SMILES is C[C@H]1O/C1=C\C(C)(C)C. As for the frontier orbital gap: 0.3482 Ha.

*two*
DFT (ωB97M-V with the def2-TZVPD basis set) results for a single C8H14O molecule.

Last column: Mulliken charge in e.
Geometry (Å):
C (1.90, -1.11, 0.12)  -1.0162
C (0.70, -0.80, -0.36)  -0.1362
C (0.38, -1.75, -1.90)  -0.0518
O (1.30, -2.25, -2.51)  -0.4646
C (-0.53, -0.16, -0.02)  1.9561
C (-1.57, -1.10, 0.61)  -1.5419
C (-1.15, 0.73, -1.09)  -1.8336
C (0.06, 0.96, 1.34)  -0.9198
C (0.97, 2.09, 0.92)  -1.0534
H (2.56, -1.75, -0.46)  0.3184
H (2.31, -0.68, 1.03)  0.2931
H (-0.68, -1.97, -2.22)  0.2676
H (-1.12, -1.74, 1.37)  0.3703
H (-2.02, -1.74, -0.15)  0.3868
H (-2.37, -0.52, 1.08)  0.3724
H (-1.84, 1.45, -0.63)  0.3821
H (-0.39, 1.28, -1.65)  0.4156
H (-1.73, 0.15, -1.80)  0.4531
H (-0.90, 1.35, 1.71)  0.4413
H (0.48, 0.36, 2.14)  0.4389
H (1.95, 1.73, 0.59)  0.2686
H (1.15, 2.78, 1.76)  0.3851
H (0.53, 2.69, 0.12)  0.2681

As for the net charge: 0. Its LUMO energy is 0.794 eV. The value obtained for the HOMO energy is -8.59 eV. The multiplicity is 1. Its SMILES is C=C(C=O)C(C)(C)CC. As for the frontier orbital gap: 0.3447 Ha.

What should be chosen as the least stable of them? Choose *one*.

*one*
DFT (ωB97M-V with the def2-TZVPD basis set) results for 2 unconnected molecules or ions with the total composition C8H14O.

Last column: Mulliken charge in e.
Geometry (Å):
C (2.63, -1.40, -1.38)  0.1161
C (1.54, -1.73, -1.02)  -0.4082
C (0.14, -2.17, -0.64)  0.6061
C (0.02, -2.77, 0.73)  -1.0838
O (-0.73, -2.19, -1.49)  -0.5077
H (3.57, -1.03, -1.71)  0.4229
H (-0.35, -2.02, 1.42)  0.2921
H (0.98, -3.14, 1.09)  0.3388
H (-0.68, -3.62, 0.70)  0.3247
C (-1.94, 1.17, 0.21)  -1.5191
C (-0.42, 1.05, 0.18)  2.1248
C (0.14, 1.63, -1.12)  -1.4889
C (0.21, 1.71, 1.40)  -1.5268
H (-2.40, 0.65, -0.64)  0.3583
H (-2.26, 2.21, 0.16)  0.3911
H (-2.35, 0.73, 1.13)  0.3698
H (-0.09, -0.02, 0.21)  -0.9984
H (-0.08, 2.70, -1.21)  0.4015
H (1.22, 1.49, -1.16)  0.3187
H (-0.29, 1.11, -1.99)  0.3597
H (1.29, 1.55, 1.40)  0.3739
H (-0.19, 1.29, 2.32)  0.3746
H (0.02, 2.79, 1.41)  0.3597

As for the net charge: 0. Its LUMO energy is 0.224 eV. The value obtained for the HOMO energy is -10.43 eV. The multiplicity is 1. Its SMILES is C#CC(C)=O.CC(C)C. As for the frontier orbital gap: 0.3916 Ha.

*two*
DFT (ωB97M-V with the def2-TZVPD basis set) results for a single C8H14O molecule.

Last column: Mulliken charge in e.
Geometry (Å):
C (0.29, -0.72, -0.01)  -0.0065
C (-0.15, -0.20, 1.21)  -0.5765
C (0.24, -1.97, -0.46)  0.6041
C (-0.48, 2.15, 0.81)  0.8742
C (-0.48, -3.01, 0.40)  -1.1341
C (0.70, -2.35, -1.84)  -1.3015
C (-1.00, 3.34, 1.58)  -1.2621
C (-0.38, 2.36, -0.65)  -1.2425
O (-0.36, 1.06, 1.45)  -0.2993
H (0.72, -0.02, -0.80)  0.1530
H (-0.32, -0.79, 2.08)  0.4630
H (-0.93, -3.90, -0.30)  0.2915
H (-1.43, -2.57, 0.95)  0.3065
H (0.32, -3.32, 1.16)  0.2604
H (1.40, -1.62, -2.26)  0.3780
H (-0.24, -2.54, -2.48)  0.2669
H (1.21, -3.32, -1.76)  0.3679
H (-1.14, 3.06, 2.68)  0.2766
H (-1.99, 3.79, 1.26)  0.3141
H (-0.24, 4.10, 1.45)  0.2902
H (-0.33, 1.41, -1.15)  0.3284
H (0.25, 3.09, -1.04)  0.3432
H (-1.27, 2.94, -0.91)  0.3044

As for the net charge: 0. Its LUMO energy (spin up / spin down) is 0.926 / 0.753 eV. The value obtained for the HOMO energy (spin up / spin down) is -6.33 / -6.20 eV. The multiplicity is 1. As for the frontier orbital gap (spin up / spin down): 0.2668 / 0.2557 Ha.

*three*
DFT (ωB97M-V with the def2-TZVPD basis set) results for a molecular structure, C8H14O.

Last column: Mulliken charge in e.
Geometry (Å):
C (0.34, -2.35, 0.50)  -1.4330
C (-0.65, -1.22, 0.64)  0.7749
C (0.11, 0.29, 1.03)  0.0326
C (-1.92, -1.45, 1.00)  -0.9386
O (1.15, 0.10, 1.70)  -0.7012
H (-0.74, 0.85, 1.43)  0.3812
H (0.95, -2.28, -0.41)  0.2622
H (1.03, -2.32, 1.34)  0.2919
H (-0.17, -3.32, 0.49)  0.4550
H (-2.61, -0.64, 1.20)  0.2850
H (-2.31, -2.46, 1.11)  0.2910
C (-0.22, 2.44, -0.49)  -1.6373
C (1.77, 0.91, -0.89)  -1.5664
C (0.30, 1.01, -0.50)  1.5632
C (-0.57, -0.01, -1.01)  -1.0836
H (1.94, 1.38, -1.87)  0.4295
H (2.38, 1.41, -0.14)  0.3356
H (0.34, 3.03, 0.24)  0.3513
H (-0.11, 2.91, -1.47)  0.3942
H (-1.28, 2.48, -0.21)  0.4103
H (2.11, -0.12, -0.93)  0.2964
H (-1.62, 0.19, -1.13)  0.3760
H (-0.19, -0.82, -1.63)  0.4297

As for the net charge: 0. Its LUMO energy (spin up / spin down) is -0.820 / -0.821 eV. The value obtained for the HOMO energy (spin up / spin down) is -8.10 / -8.10 eV. The multiplicity is 1. As for the frontier orbital gap (spin up / spin down): 0.2675 / 0.2673 Ha.

What should be chosen as the least stable of them? Choose *two*.

*one*
DFT (ωB97M-V with the def2-TZVPD basis set) results for 2 unconnected molecules or ions with the total composition C4H6NO3.

Last column: Mulliken charge in e.
Geometry (Å):
C (-1.55, 1.45, -0.48)  -1.0035
C (-1.23, 0.25, 0.11)  0.0868
C (-0.20, -2.37, 0.71)  0.6693
C (1.87, 0.57, -0.44)  -0.5136
N (-0.19, -0.19, 0.87)  -0.3832
O (-1.18, -2.53, 1.31)  -0.4472
O (0.73, -2.73, 0.13)  -0.4653
O (1.02, 0.58, 0.81)  -0.3549
H (-2.60, 1.50, -0.73)  0.2393
H (-0.96, 2.30, -0.47)  0.3492
H (-1.94, -0.65, 0.04)  0.1757
H (2.60, 1.35, -0.18)  0.2058
H (1.28, 0.91, -1.26)  0.2772
H (2.35, -0.44, -0.43)  0.1642

As for the net charge: -1. Its LUMO energy is 4.014 eV. The value obtained for the HOMO energy is -2.52 eV. The multiplicity is 1. As for the frontier orbital gap: 0.2401 Ha.

*two*
DFT (ωB97M-V with the def2-TZVPD basis set) results for a gas-phase ion, C4H6NO3 (charge -1).

Last column: Mulliken charge in e.
Geometry (Å):
N (-1.47, 0.34, 1.21)  -0.5517
C (-0.65, -0.74, 1.20)  0.4760
O (-0.92, -1.81, 1.72)  -0.6646
C (0.75, -0.48, 0.62)  -0.5884
C (0.81, -0.28, -0.88)  -0.4818
C (0.32, 1.07, -1.52)  0.5634
O (-0.42, 1.82, -0.82)  -0.7913
O (0.68, 1.22, -2.69)  -0.7268
H (-1.10, 1.07, 0.57)  0.4458
H (-2.45, 0.24, 0.97)  0.2402
H (1.18, 0.34, 1.22)  0.3100
H (1.31, -1.32, 1.03)  0.2624
H (0.15, -1.01, -1.35)  0.1958
H (1.80, -0.47, -1.30)  0.3109

As for the net charge: -1. Its LUMO energy is 3.997 eV. The value obtained for the HOMO energy is -4.67 eV. The multiplicity is 1. Its SMILES is NC(=O)CCC(=O)[O-]. As for the frontier orbital gap: 0.3185 Ha.

What should be chosen as the least stable of them? Choose *one*.

*one*
DFT (ωB97M-V with the def2-TZVPD basis set) results for a gas-phase ion, C2H5N2S (charge +1).

Last column: Mulliken charge in e.
Geometry (Å):
C (-0.32, -0.50, -0.04)  0.4997
C (1.30, 0.91, 0.31)  -0.4971
N (-0.02, 0.77, -0.28)  -0.0659
N (-1.35, -1.17, -0.48)  -0.3588
S (1.11, -1.15, 0.69)  -0.0239
H (2.05, 1.25, -0.32)  0.3751
H (1.41, 1.22, 1.47)  0.3159
H (-0.62, 1.43, -0.69)  0.2055
H (-2.15, -0.66, -0.71)  0.2583
H (-1.39, -2.10, 0.05)  0.2912

As for the net charge: +1. Its LUMO energy is -4.903 eV. The value obtained for the HOMO energy is -14.96 eV. The multiplicity is 1. As for the frontier orbital gap: 0.3697 Ha.

*two*
DFT (ωB97M-V with the def2-TZVPD basis set) results for a gas-phase ion, C2H5N2S (charge +1).

Last column: Mulliken charge in e.
Geometry (Å):
C (-0.49, -0.76, 0.72)  0.1294
C (0.75, 0.60, -0.75)  -0.4423
N (0.56, -0.69, -0.13)  -0.1813
N (-1.39, 0.14, 0.72)  -0.4151
S (-0.70, 1.40, -1.28)  0.2032
H (-0.39, -1.58, 1.33)  0.4328
H (1.27, 1.34, 0.00)  0.3292
H (1.30, 0.57, -1.64)  0.3951
H (1.37, -1.30, -0.05)  0.2977
H (-2.28, 0.27, 1.09)  0.2513

As for the net charge: +1. Its LUMO energy (spin up / spin down) is -7.516 / -7.559 eV. The value obtained for the HOMO energy (spin up / spin down) is -14.64 / -14.68 eV. The multiplicity is 1. As for the frontier orbital gap (spin up / spin down): 0.2616 / 0.2617 Ha.

*three*
DFT (ωB97M-V with the def2-TZVPD basis set) results for a gas-phase ion, C2H5N2S (charge +1).

Last column: Mulliken charge in e.
Geometry (Å):
C (1.10, -0.54, 0.01)  -0.6449
N (0.22, 0.69, 0.13)  0.0250
N (-0.64, 0.77, -0.99)  -0.4847
C (-1.82, 0.13, -0.60)  0.3030
S (-3.18, -0.62, 0.18)  0.0966
H (2.07, -0.19, -0.58)  0.3020
H (0.56, -1.44, -0.53)  0.2823
H (1.43, -0.89, 1.10)  0.3471
H (0.72, 1.58, 0.33)  0.3830
H (-0.44, 0.52, 0.95)  0.3907

As for the net charge: +1. Its LUMO energy is -6.237 eV. The value obtained for the HOMO energy is -14.78 eV. The multiplicity is 1. Its SMILES is C[NH2+]N=C=S. As for the frontier orbital gap: 0.3139 Ha.

What should be chosen as the least stable of them? Choose *three*.

*one*
DFT (ωB97M-V with the def2-TZVPD basis set) results for a gas-phase ion, C4H4N2O5 (charge -2).

Last column: Mulliken charge in e.
Geometry (Å):
C (0.97, -1.50, -1.80)  0.4968
C (0.03, 2.57, 0.07)  0.6163
C (-0.34, -1.19, 0.21)  -0.1575
C (-0.74, -0.10, 1.13)  -0.3155
N (0.15, -0.64, -0.95)  -0.3534
N (0.85, 1.30, 0.31)  -0.2399
O (1.45, -1.02, -2.83)  -0.7448
O (0.73, 3.41, -0.52)  -0.7049
O (0.93, -2.68, -1.37)  -0.7119
O (-1.08, 2.61, 0.60)  -0.7055
O (0.42, 0.60, 1.41)  -0.2054
H (0.54, -1.71, 0.75)  0.1881
H (-1.25, -1.78, 0.04)  0.2646
H (-1.43, 0.61, 0.73)  0.3515
H (-1.23, -0.49, 2.21)  0.2216

As for the net charge: -2. Its LUMO energy (spin up / spin down) is 6.207 / 6.202 eV. The value obtained for the HOMO energy (spin up / spin down) is -0.71 / -0.70 eV. The multiplicity is 1. As for the frontier orbital gap (spin up / spin down): 0.2541 / 0.2537 Ha.

*two*
DFT (ωB97M-V with the def2-TZVPD basis set) results for a gas-phase ion, C4H4N2O5 (charge -2).

Last column: Mulliken charge in e.
Geometry (Å):
O (2.27, -2.01, 0.36)  -0.7571
C (1.08, -1.98, -0.04)  0.5603
O (0.29, -2.92, -0.19)  -0.7420
N (0.59, -0.60, -0.36)  0.0454
C (-0.87, -0.48, -0.60)  -0.5722
C (-1.35, 0.42, 0.55)  -0.5540
O (-0.22, 0.59, 1.42)  -0.3701
N (0.91, 0.50, 0.57)  -0.0174
C (1.07, 1.88, -0.17)  0.5545
O (1.93, 1.85, -1.10)  -0.7527
O (0.44, 2.83, 0.26)  -0.6886
H (-1.22, -1.44, -0.45)  0.4573
H (-1.28, 0.14, -1.54)  0.1694
H (-1.59, 1.36, 0.16)  0.3530
H (-2.05, -0.13, 1.16)  0.3143

As for the net charge: -2. Its LUMO energy is 6.664 eV. The value obtained for the HOMO energy is -0.64 eV. The multiplicity is 1. Its SMILES is O=C([O-])N1CCON1C(=O)[O-]. As for the frontier orbital gap: 0.2684 Ha.

What should be chosen as the least stable of them? Choose *one*.